A cluster of 12 separate species, C79H170F9N9O9S3 in total at a distorted geometry. Source: the OMol25 dataset; level of theory: ωB97M-V/def2-TZVPD.

Geometry as XYZ:
```
279
Properties=species:S:1:pos:R:3:mulliken_charge:R:1
S -12.00 -14.49 -17.98 0.74
S -13.02 -18.31 -25.90 1.18
S -6.93 -19.28 -22.36 0.82
F -14.97 -19.69 -27.03 -0.21
F -11.90 -16.07 -15.71 -0.21
F -5.80 -21.14 -23.99 -0.17
F -15.66 -18.59 -25.27 -0.17
F -13.35 -16.64 -17.36 -0.15
F -11.25 -17.08 -17.61 -0.04
F -15.28 -17.43 -27.03 -0.25
F -4.94 -21.09 -22.10 -0.21
F -6.90 -22.10 -22.30 -0.18
O -12.92 -13.54 -17.35 -0.61
O -12.77 -19.13 -24.69 -0.59
O -6.04 -18.29 -22.94 -0.60
O -12.41 -14.90 -19.36 -0.61
O -6.98 -19.26 -20.87 -0.68
O -12.67 -16.89 -25.66 -0.63
O -12.28 -18.82 -27.03 -0.71
O -8.26 -19.23 -23.00 -0.66
O -10.56 -14.15 -17.97 -0.53
N -10.81 -9.92 -19.77 0.15
N -3.55 -13.09 -23.20 0.63
N -9.28 -10.86 -30.69 0.43
N -15.60 -13.26 -26.07 0.16
N -8.82 -13.74 -11.69 0.06
N -3.45 -11.95 -16.45 0.59
N -16.35 -20.47 -22.34 0.48
N -7.97 -20.59 -16.61 0.19
N -10.06 -16.18 -22.17 1.06
C -10.55 -20.03 -16.61 -0.51
C -9.49 -12.45 -12.23 -0.60
C -11.24 -13.73 -11.15 -0.68
C -12.15 -16.20 -17.07 0.47
C -5.01 -18.11 -17.16 -1.84
C -4.82 -11.89 -17.15 -0.52
C -2.27 -11.84 -17.35 -0.80
C -17.43 -14.96 -25.46 -0.54
C -3.30 -10.82 -15.34 -0.92
C -17.08 -13.58 -25.93 -0.70
C -7.75 -14.66 -13.91 0.28
C -16.73 -21.34 -21.16 -0.43
C -3.60 -14.64 -23.14 -0.94
C -17.60 -20.22 -23.20 -0.92
C -8.93 -11.56 -29.34 -1.07
C -9.82 -16.56 -23.66 -0.51
C -10.16 -12.37 -28.66 0.34
C -12.49 -11.55 -20.94 1.00
C -13.91 -11.88 -21.37 -1.66
C -8.05 -10.18 -31.28 -1.03
C -8.71 -15.96 -21.44 -0.19
C -5.70 -12.95 -16.49 1.25
C -8.73 -15.85 -19.84 2.40
C -6.12 -21.07 -22.74 0.48
C -15.71 -19.07 -21.98 -0.51
C -10.36 -9.78 -30.58 -0.42
C -7.48 -13.56 -11.12 -0.95
C -16.78 -15.24 -24.12 -0.86
C -14.89 -18.54 -26.38 0.51
C -9.09 -9.23 -17.47 -1.02
C -10.70 -17.42 -21.52 -1.02
C -10.31 -10.99 -18.77 0.11
C -5.99 -12.57 -23.94 -0.26
C -11.03 -14.49 -23.57 0.95
C -6.39 -18.69 -17.37 1.67
C -9.88 -11.77 -31.82 -0.64
C -0.82 -11.97 -16.80 -0.42
C -6.59 -19.89 -16.36 -0.87
C -14.21 -17.62 -20.58 -0.84
C -9.76 -12.99 -27.32 -0.87
C -13.37 -13.98 -27.42 1.67
C -4.95 -13.51 -15.29 -0.50
C -9.63 -8.16 -18.45 -0.66
C -3.95 -12.52 -21.79 -1.36
C -4.47 -12.46 -24.20 -1.34
C -3.43 -15.35 -24.48 0.06
C -3.53 -13.36 -15.80 -1.21
C -15.39 -21.38 -23.16 -0.30
C -8.95 -10.63 -18.15 0.13
C -9.60 -22.26 -15.54 -0.75
C -11.35 -11.43 -32.01 -0.33
C -8.03 -21.34 -17.99 -0.88
C -14.47 -19.05 -21.11 -0.02
C -10.01 -9.79 -21.08 -0.84
C -9.81 -14.16 -10.53 -0.50
C -8.83 -14.83 -12.87 -1.25
C -8.21 -21.58 -15.44 -0.58
C -7.57 -14.99 -19.27 -0.71
C -15.42 -11.69 -26.32 -1.01
C -10.69 -21.14 -15.57 -0.97
C -9.91 -15.23 -24.32 0.20
C -10.96 -8.56 -19.02 -0.57
C -14.94 -13.67 -24.67 -1.55
C -15.27 -15.09 -24.20 1.08
C -15.85 -22.85 -22.83 -0.93
C -9.12 -19.48 -16.74 -0.36
C -11.21 -9.85 -31.79 -0.62
C -3.62 -16.82 -24.26 -1.40
C -5.51 -12.67 -21.48 0.99
C -14.90 -13.99 -27.26 -0.75
C -12.94 -15.01 -28.48 -1.18
C -10.95 -12.59 -12.03 -0.59
C -8.05 -15.39 -15.25 -0.88
C -16.38 -22.86 -21.41 -0.64
C 0.28 -12.23 -17.82 -1.33
C -2.06 -12.77 -23.42 -0.96
C -6.38 -12.10 -22.53 -0.97
C -11.04 -15.01 -22.17 0.30
C -12.33 -10.20 -20.17 -1.07
H -11.62 -14.59 -11.70 0.30
H -12.14 -12.44 -20.41 -0.30
H -7.18 -17.97 -17.16 -0.33
H -7.63 -14.09 -19.89 0.00
H -8.48 -10.94 -28.56 0.43
H -3.23 -9.88 -15.88 0.37
H -10.14 -15.38 -25.38 0.71
H -7.05 -14.52 -10.84 0.40
H -15.59 -18.67 -22.98 0.00
H -1.35 -13.12 -22.67 0.38
H -8.07 -16.81 -21.67 -0.78
H -12.90 -16.05 -28.16 0.08
H -7.51 -13.61 -14.03 -0.17
H -17.05 -16.26 -23.86 0.24
H -8.44 -15.67 -12.29 0.40
H -15.11 -17.21 -20.13 0.78
H -8.85 -17.05 -23.78 0.31
H -10.72 -20.68 -14.58 0.33
H -9.09 -21.43 -18.22 0.40
H -5.36 -10.95 -17.02 0.12
H -9.04 -11.81 -11.47 0.50
H -7.50 -22.29 -18.01 0.35
H -14.11 -16.88 -21.37 -0.13
H -15.42 -12.90 -24.07 0.62
H -11.42 -17.89 -22.18 0.39
H -7.39 -22.30 -15.46 0.40
H -17.06 -15.72 -26.14 0.14
H -10.95 -20.42 -17.55 0.50
H -10.30 -8.99 -21.76 0.28
H -10.49 -17.29 -24.12 0.13
H -3.83 -11.43 -21.86 0.46
H -11.27 -19.25 -16.36 -0.01
H -15.44 -13.75 -28.18 0.68
H -16.61 -23.16 -23.54 0.38
H -10.69 -13.30 -26.86 -0.28
H -11.22 -11.64 -11.57 0.37
H -13.87 -13.47 -24.72 0.77
H -9.77 -22.93 -14.70 0.45
H -9.02 -9.58 -20.67 0.55
H -9.93 -18.17 -21.32 0.01
H -6.46 -11.90 -24.65 0.56
H -7.30 -10.97 -31.37 0.42
H -6.47 -18.92 -18.43 -0.22
H -4.56 -15.02 -22.80 0.29
H -11.69 -8.60 -18.21 0.39
H -2.82 -14.95 -22.44 0.34
H -15.13 -23.61 -23.14 0.48
H -15.20 -15.02 -27.06 0.04
H -6.64 -15.51 -19.49 0.64
H 0.60 -11.27 -18.22 0.38
H -11.07 -10.09 -29.81 0.15
H -11.47 -12.56 -12.99 0.31
H -12.02 -13.58 -10.40 0.45
H -8.98 -18.80 -15.91 0.24
H -11.97 -11.38 -21.88 0.12
H -9.22 -11.71 -32.69 0.40
H -14.82 -15.84 -24.86 -0.62
H -4.10 -10.81 -14.60 0.34
H -8.39 -15.06 -21.97 0.45
H -4.77 -17.99 -16.11 0.42
H -16.49 -18.46 -21.53 0.37
H -9.04 -13.81 -27.34 0.48
H -10.84 -13.42 -23.48 0.59
H -9.88 -15.20 -10.21 0.34
H -8.23 -20.97 -14.53 0.39
H -6.70 -19.53 -15.34 0.35
H -18.52 -15.03 -25.41 0.52
H -4.36 -11.39 -24.00 0.45
H -11.65 -21.63 -15.75 0.41
H -0.45 -11.10 -16.26 0.39
H -8.84 -8.04 -19.19 0.27
H -17.79 -21.26 -20.95 0.35
H -14.43 -19.84 -20.36 0.53
H -14.85 -15.21 -23.20 0.00
H -9.71 -22.89 -16.43 0.33
H -2.37 -15.20 -24.71 0.32
H -9.85 -14.98 -13.24 0.46
H -8.09 -8.95 -17.15 0.44
H -15.69 -11.46 -27.35 0.37
H -17.49 -12.78 -25.31 0.46
H -11.17 -11.05 -18.11 0.35
H -7.42 -12.23 -22.26 0.22
H -10.33 -13.10 -29.44 -0.02
H -4.11 -14.93 -25.21 0.26
H -17.36 -13.44 -26.97 0.47
H -10.10 -8.75 -30.32 0.34
H -3.45 -14.20 -16.48 0.38
H -9.01 -12.14 -13.16 0.36
H -5.74 -13.72 -21.29 -0.28
H -11.99 -14.61 -24.06 -1.51
H -5.94 -20.76 -16.50 0.39
H -9.78 -7.21 -17.92 0.46
H -17.17 -23.56 -21.15 0.35
H -11.98 -15.49 -21.88 -0.36
H -2.36 -12.52 -18.20 0.23
H -2.39 -10.85 -17.78 0.64
H 0.99 -12.95 -17.42 0.36
H -8.70 -16.76 -19.25 -0.36
H -13.04 -10.02 -19.36 0.43
H -10.87 -14.39 -21.29 -0.36
H -10.24 -11.94 -19.31 -0.31
H -3.64 -16.99 -23.18 0.35
H -12.05 -14.64 -29.00 0.04
H -11.66 -11.77 -33.00 0.38
H -6.44 -11.01 -22.49 0.45
H -10.70 -9.42 -32.65 0.32
H -17.54 -19.76 -24.18 0.06
H -5.16 -14.56 -15.10 0.36
H -7.54 -20.82 -18.81 0.24
H -7.65 -14.89 -18.19 -0.32
H -5.28 -12.86 -14.48 0.18
H -4.57 -12.15 -18.18 0.08
H -6.81 -15.05 -13.50 0.50
H -8.33 -9.84 -32.28 0.41
H -5.79 -12.21 -20.53 0.14
H -4.24 -12.55 -25.27 0.54
H -14.39 -21.31 -22.72 0.35
H -8.25 -12.38 -29.55 0.41
H -11.80 -12.08 -31.27 0.08
H -11.08 -16.96 -20.61 0.46
H -8.36 -16.42 -15.14 0.44
H -9.49 -13.56 -9.68 0.42
H -3.50 -13.07 -20.97 0.50
H -12.07 -9.22 -31.55 0.41
H -7.21 -15.61 -15.91 -0.15
H -8.94 -14.78 -24.13 -0.46
H -1.66 -13.34 -24.26 0.36
H -1.88 -11.71 -23.57 0.39
H -14.33 -11.58 -26.27 0.40
H -4.28 -18.83 -17.51 0.50
H -13.23 -12.97 -27.78 0.27
H -9.69 -15.44 -19.53 -1.07
H -5.87 -13.76 -17.21 -0.83
H -14.42 -11.19 -22.05 0.47
H -6.85 -13.03 -11.84 0.31
H -17.28 -14.59 -23.40 0.44
H -12.57 -9.47 -20.94 0.52
H -9.62 -9.16 -16.52 0.37
H -8.76 -14.88 -15.90 0.34
H -13.66 -19.29 -21.80 0.06
H 0.00 -12.78 -18.72 0.31
H -13.81 -12.85 -21.86 0.18
H -8.82 -11.43 -17.42 -0.05
H -8.13 -10.61 -18.86 0.12
H -18.08 -19.51 -22.52 0.48
H -11.08 -11.80 -28.51 0.28
H -15.34 -21.17 -24.22 0.19
H -6.41 -13.51 -24.29 0.12
H -9.11 -18.99 -17.72 0.46
H -14.52 -12.02 -20.48 0.47
H -15.77 -11.00 -25.56 0.33
H -9.41 -12.22 -26.62 0.34
H -2.37 -11.02 -14.80 0.39
H -4.55 -17.11 -24.74 0.29
H -4.84 -17.16 -17.68 0.32
H -2.72 -13.32 -15.07 0.66
H -13.42 -17.51 -19.84 -0.20
H -12.84 -14.19 -26.49 -1.08
H -7.48 -12.88 -10.27 0.47
H -2.83 -17.44 -24.69 0.40
H -16.20 -20.85 -20.34 0.33
H -6.67 -12.50 -16.32 0.16
H -13.63 -15.15 -29.31 0.52
H -18.04 -21.21 -23.27 0.45
H -0.83 -12.71 -16.00 0.36
H -15.59 -23.12 -20.71 0.31
H -7.63 -9.48 -30.55 0.35
H -9.94 -10.75 -21.60 0.13
H -9.84 -12.80 -31.46 0.36
H -11.32 -7.93 -19.83 0.53
```

## Properties
net charge = +6
LUMO energy = -9.9 eV